# 1
{
  "formula": "C29H37CuN3O",
  "method": "ωB97M-V with the def2-TZVPD basis set",
  "symbols": ["Cu", "N", "N", "C", "C", "C", "C", "H", "H", "H", "C", "C", "H", "H", "H", "C", "C", "H", "H", "H", "C", "H", "H", "H", "C", "H", "H", "H", "C", "H", "C", "H", "C", "H", "C", "H", "C", "C", "H", "C", "C", "H", "C", "H", "N", "C", "C", "C", "H", "C", "C", "H", "H", "H", "C", "H", "C", "C", "H", "H", "H", "C", "H", "H", "H", "C", "O", "H", "H", "H", "H"],
  "xyz": [[0.21, 0.02, 0.85], [0.54, -2.82, 3.29], [0.41, -2.15, -0.30], [0.93, 2.03, 0.57], [2.03, 1.14, 0.88], [1.85, 0.69, 2.23], [2.74, -0.23, 2.99], [3.54, -0.61, 2.35], [2.18, -1.08, 3.39], [3.22, 0.30, 3.83], [0.66, 1.28, 2.74], [0.16, 1.08, 4.13], [0.64, 1.77, 4.84], [0.37, 0.05, 4.47], [-0.93, 1.24, 4.19], [0.10, 2.11, 1.73], [-1.13, 2.94, 1.85], [-1.86, 2.47, 2.52], [-1.61, 3.08, 0.87], [-0.91, 3.94, 2.25], [3.17, 0.80, -0.02], [4.04, 1.46, 0.15], [2.88, 0.90, -1.07], [3.50, -0.23, 0.15], [0.74, 2.76, -0.71], [-0.33, 2.93, -0.91], [1.13, 2.17, -1.55], [1.24, 3.74, -0.73], [-0.10, -3.45, 4.27], [0.37, -3.39, 5.26], [-1.31, -4.13, 4.09], [-1.78, -4.61, 4.94], [-1.88, -4.16, 2.81], [-2.83, -4.65, 2.63], [-1.20, -3.56, 1.76], [-1.55, -3.61, 0.73], [0.02, -2.88, 2.05], [0.76, -2.12, 1.06], [1.83, -1.99, 1.27], [0.03, -0.95, -0.80], [0.50, -3.12, -1.32], [0.75, -4.14, -1.11], [0.25, -2.47, -2.47], [0.22, -2.83, -3.48], [-0.05, -1.13, -2.14], [-0.26, -0.04, -3.04], [0.77, 0.35, -3.91], [0.57, 1.48, -4.71], [1.36, 1.78, -5.41], [-0.62, 2.21, -4.65], [-0.88, 3.35, -5.59], [-1.42, 4.15, -5.09], [-1.48, 3.03, -6.45], [0.06, 3.76, -5.98], [-1.60, 1.84, -3.72], [-2.52, 2.41, -3.65], [-1.43, 0.72, -2.90], [-2.49, 0.41, -1.90], [-2.71, -0.67, -1.82], [-3.42, 0.90, -2.22], [-2.27, 0.81, -0.90], [2.08, -0.36, -3.94], [2.02, -1.32, -4.47], [2.51, -0.54, -2.95], [2.81, 0.26, -4.50], [-2.50, -0.48, 2.59], [-1.88, -0.22, 1.32], [-1.73, -0.81, 3.29], [-3.26, -1.26, 2.49], [-2.94, 0.46, 2.94], [-2.29, -0.81, 0.66]],
  "mulliken_spin": [-0.629, -0.001, -0.004, 0.062, 0.000, 0.008, -0.003, 0.003, 0.002, -0.003, -0.009, -0.008, -0.003, 0.002, 0.002, -0.007, 0.029, 0.002, 0.006, 0.005, -0.028, 0.001, 0.043, -0.002, 0.074, 0.073, 0.033, -0.067, 0.002, 0.000, -0.001, -0.001, -0.004, 0.002, -0.007, 0.013, -0.006, -0.014, 0.012, 0.581, 0.136, -0.009, -0.085, 0.074, -0.736, 2.884, -2.203, 3.366, 1.215, -6.988, 1.389, -0.110, -0.359, -0.291, 2.801, 1.157, -1.573, 0.206, 0.031, 0.079, -0.021, -0.127, -0.039, 0.040, 0.062, -0.030, -0.040, 0.010, -0.002, -0.006, 0.011],
  "max_force_ha_per_bohr": 0.0617,
  "e_homo_ev": [2.77, 0.15],
  "energy_ev": -81826.9048,
  "e_lumo_ev": [4.68, 4.64],
  "spin_multiplicity": 2,
  "charge": -2
}


# 2
{
  "formula": "C3H10O2",
  "method": "ωB97M-V with the def2-TZVPD basis set",
  "symbols": ["O", "C", "C", "C", "H", "H", "H", "H", "H", "H", "H", "H", "O", "H", "H"],
  "xyz": [[0.97, -0.23, -0.33], [2.22, -0.83, -0.39], [-0.55, 1.22, -1.57], [0.85, 0.99, -1.06], [2.20, -1.47, 0.51], [3.05, -0.11, -0.30], [2.41, -1.47, -1.27], [-0.69, 0.36, -2.24], [-0.81, 2.14, -2.11], [-1.22, 1.11, -0.70], [1.14, 1.87, -0.45], [1.51, 0.96, -1.94], [-3.87, -1.23, 4.17], [-3.07, -1.14, 3.61], [-4.15, -2.17, 4.07]],
  "mulliken_charge": [-0.330, -0.670, -1.116, -0.152, 0.234, 0.312, 0.266, 0.275, 0.338, 0.262, 0.272, 0.310, -0.651, 0.326, 0.325],
  "max_force_ha_per_bohr": 0.0350,
  "e_homo_ev": -9.86,
  "energy_ev": -7367.1465,
  "smiles": "CCOC.O",
  "e_lumo_ev": 0.81,
  "charge": 0
}


# 3
{
  "formula": "C9H15N4",
  "method": "ωB97M-V with the def2-TZVPD basis set",
  "symbols": ["C", "C", "C", "C", "C", "C", "C", "C", "C", "N", "N", "N", "N", "H", "H", "H", "H", "H", "H", "H", "H", "H", "H", "H", "H", "H", "H", "H"],
  "xyz": [[-2.04, -1.08, -1.72], [-2.67, -2.34, -1.80], [-1.19, -1.36, -0.70], [-0.21, 0.59, 1.69], [-0.21, 1.94, 1.49], [1.39, 0.82, 0.12], [1.29, 0.47, -1.32], [-0.45, -3.16, 0.86], [1.80, 3.16, 0.73], [-2.26, -3.20, -0.85], [-1.27, -2.53, -0.13], [0.64, -0.09, 0.93], [0.75, 2.19, 0.32], [-2.15, -0.20, -2.41], [-3.59, -2.49, -2.40], [-0.78, 0.13, 2.41], [-0.57, 2.71, 2.05], [2.48, 0.88, 0.48], [0.24, 0.57, -1.47], [1.57, -0.65, -1.49], [1.79, 1.17, -1.93], [0.06, -2.35, 1.34], [-1.11, -3.55, 1.60], [0.05, -4.08, 0.53], [2.01, 2.97, 1.77], [2.71, 3.00, 0.10], [1.43, 4.10, 0.43], [0.27, 2.39, -0.62]],
  "mulliken_charge": [-0.445, -0.390, 0.314, 0.074, -0.865, -0.054, -1.325, -0.745, -1.019, -0.941, 0.710, -0.206, -0.017, 0.322, 0.369, 0.564, 0.581, 0.426, 0.323, 0.323, 0.416, 0.274, 0.345, 0.292, 0.382, 0.419, 0.397, 0.476],
  "max_force_ha_per_bohr": 0.0724,
  "e_homo_ev": [-12.20, -12.14],
  "energy_ev": -15523.5837,
  "e_lumo_ev": [-5.74, -3.73],
  "charge": 1
}


Which formula does entry 1 have? C29H37CuN3O